1.
{"formula": "C15H31N10O16", "method": "ωB97M-V with the def2-TZVPD basis set", "lumo_ev": -4.453, "total_charge": 1, "homo_ha": -0.451, "gap_ev": 7.806, "energy_ev": -63687.6532, "elements": ["C", "C", "N", "C", "C", "C", "C", "N", "C", "H", "H", "H", "H", "H", "H", "H", "C", "N", "O", "O", "H", "H", "H", "C", "N", "O", "O", "H", "H", "H", "C", "N", "O", "O", "H", "H", "H", "C", "N", "O", "O", "H", "H", "H", "C", "N", "O", "O", "H", "H", "H", "C", "N", "O", "O", "H", "H", "H", "C", "N", "O", "O", "H", "H", "H", "C", "N", "O", "O", "H", "H", "H"], "xyz": [[3.7452, 2.4227, 1.8618], [2.7199, 1.9848, 2.2907], [1.5407, 1.2749, 2.3950], [1.5797, -0.0278, 2.7151], [0.4171, -0.7419, 2.7550], [-0.7809, -0.1259, 2.4588], [-0.8006, 1.2262, 2.1633], [-1.9666, 1.9640, 1.8549], [0.3811, 1.9193, 2.1378], [4.6434, 2.7594, 1.4081], [2.5468, -0.4524, 2.9216], [0.4307, -1.7942, 2.9814], [-1.7095, -0.6671, 2.4472], [-2.7011, 1.2790, 1.6723], [-1.7939, 2.3586, 0.9318], [0.4047, 2.9697, 1.9036], [4.1003, -3.8640, 2.2797], [3.9285, -2.5876, 3.0224], [2.8974, -2.4207, 3.6586], [4.8213, -1.7748, 2.9573], [3.2168, -4.4716, 2.4394], [4.2231, -3.6161, 1.2297], [4.9851, -4.3501, 2.6660], [2.4525, 4.3316, -0.5711], [2.5623, 4.4934, -2.0436], [1.6042, 4.9641, -2.6149], [3.5856, 4.1071, -2.5658], [1.4835, 4.7020, -0.2560], [2.5540, 3.2718, -0.3611], [3.2549, 4.9007, -0.1106], [-5.2103, -1.6929, 0.0799], [-4.1299, -0.8385, 0.6358], [-2.9760, -1.2138, 0.5157], [-4.4498, 0.1976, 1.1817], [-4.7571, -2.5640, -0.3740], [-5.8650, -1.9714, 0.9009], [-5.7431, -1.1017, -0.6590], [-2.6421, 2.2173, 5.2925], [-2.7722, 3.4828, 6.0634], [-3.7749, 3.6433, 6.7199], [-1.8498, 4.2669, 5.9708], [-3.5257, 1.6126, 5.4626], [-2.5491, 2.4861, 4.2434], [-1.7498, 1.7092, 5.6484], [-2.7009, -1.5793, -3.3679], [-4.1670, -1.8106, -3.4994], [-4.7746, -1.1434, -4.3059], [-4.6606, -2.6588, -2.7803], [-2.4105, -0.8000, -4.0632], [-2.5098, -1.2794, -2.3412], [-2.2038, -2.5172, -3.5969], [9.1491, -4.4242, 3.2039], [7.6814, -4.6205, 3.0579], [7.1042, -4.0042, 2.1822], [7.1453, -5.3871, 3.8273], [9.4771, -3.7169, 2.4520], [9.3274, -4.0452, 4.2055], [9.6207, -5.3923, 3.0657], [0.3538, 2.4871, -4.4115], [-0.4364, 1.5731, -3.5374], [-0.8485, 0.5384, -4.0124], [-0.6088, 1.9274, -2.3850], [0.4366, 2.0429, -5.3961], [-0.1662, 3.4389, -4.4521], [1.3300, 2.5998, -3.9507], [-5.5616, -0.9577, -7.4021], [-5.4201, -0.5608, -8.8299], [-6.2870, 0.1355, -9.3113], [-4.4359, -0.9661, -9.4121], [-6.4763, -0.5282, -7.0119], [-5.5934, -2.0423, -7.3664], [-4.6956, -0.5771, -6.8711]], "atomic_forces_ev_per_a": [[-0.2, -0.2, 0.2], [0.2, -0.4, -0.7], [0.0, 0.8, 0.3], [0.5, -0.2, 0.1], [-0.5, -0.3, -0.1], [0.0, 0.0, 0.3], [-0.6, 0.9, -0.4], [0.5, -1.3, -0.7], [0.2, -0.1, 0.1], [0.3, 0.2, 0.2], [0.1, 0.1, 0.1], [0.2, -0.1, 0.1], [-0.1, -0.2, 0.0], [-0.4, 0.3, 0.3], [-0.3, 0.6, 0.2], [0.3, 0.1, 0.0], [-0.5, -0.2, 0.1], [0.1, -0.2, 0.0], [0.0, -0.1, -0.1], [-0.1, 0.1, -0.1], [0.0, 0.1, 0.0], [0.2, 0.0, 0.0], [0.1, 0.0, -0.1], [-0.1, 0.1, 0.2], [-0.1, -0.1, 0.1], [0.0, 0.1, -0.2], [0.0, 0.0, 0.0], [0.0, 0.1, -0.1], [0.1, 0.0, 0.0], [0.1, -0.1, 0.0], [0.0, -0.2, 0.0], [0.0, -0.2, -0.1], [-0.1, 0.0, 0.0], [0.0, 0.1, 0.1], [0.1, 0.0, 0.0], [0.0, 0.2, 0.0], [-0.1, 0.0, 0.1], [-0.1, -0.2, -0.1], [0.0, 0.0, 0.0], [0.0, 0.0, 0.0], [0.0, 0.0, 0.0], [0.0, 0.1, 0.1], [0.1, 0.0, 0.0], [0.0, 0.1, 0.0], [-0.1, 0.1, -0.3], [0.2, -0.1, 0.0], [-0.1, 0.0, 0.0], [0.0, 0.0, 0.0], [-0.2, -0.2, 0.1], [0.0, -0.1, 0.0], [0.0, -0.1, 0.1], [0.1, 0.1, -0.1], [0.1, 0.0, 0.0], [0.2, 0.0, 0.0], [-0.1, 0.0, 0.0], [-0.1, 0.0, 0.0], [0.0, -0.1, 0.0], [0.0, 0.0, 0.1], [0.0, -0.1, -0.2], [0.2, 0.3, 0.0], [0.2, 0.2, 0.0], [0.0, -0.1, 0.0], [-0.1, -0.1, 0.0], [0.0, 0.0, 0.1], [0.0, 0.1, 0.0], [-0.1, 0.1, 0.1], [-0.1, 0.0, 0.0], [0.0, 0.0, 0.0], [0.0, 0.0, 0.0], [0.0, 0.0, -0.1], [0.1, 0.0, 0.0], [0.0, -0.1, 0.0]], "lowdin_charge": [0.20, -0.07, -0.02, 0.01, 0.02, 0.05, -0.26, 0.13, 0.07, 0.07, 0.11, 0.13, 0.11, 0.05, 0.11, 0.16, 0.06, -0.42, 0.03, 0.08, 0.10, 0.11, 0.06, 0.03, -0.45, 0.07, 0.08, 0.09, 0.07, 0.10, 0.06, -0.41, 0.05, 0.07, 0.08, 0.11, 0.11, 0.03, -0.46, 0.09, 0.06, 0.10, 0.07, 0.10, 0.05, -0.43, 0.07, 0.04, 0.06, 0.09, 0.11, 0.06, -0.44, 0.05, 0.08, 0.10, 0.10, 0.11, 0.06, -0.43, 0.06, 0.05, 0.10, 0.11, 0.09, 0.03, -0.46, 0.07, 0.06, 0.10, 0.10, 0.08]}

2.
{"formula": "C15H31N3O18S4", "method": "ωB97M-V with the def2-TZVPD basis set", "smiles": "[H]/N=C(/N)NCCCCC(=O)OC.O=S1(=O)OCCO1.O=S1(=O)OCCO1.O=S1(=O)OCCO1.O=S1(=O)OCCO1", "lumo_ev": -0.025, "homo_ha": -0.312, "gap_ev": 8.462, "energy_ev": -100716.3433, "elements": ["C", "O", "C", "O", "C", "C", "C", "C", "N", "C", "N", "N", "H", "H", "H", "H", "H", "H", "H", "H", "H", "H", "H", "H", "H", "H", "H", "C", "C", "O", "S", "O", "O", "O", "H", "H", "H", "H", "C", "C", "O", "S", "O", "O", "O", "H", "H", "H", "H", "C", "C", "O", "S", "O", "O", "O", "H", "H", "H", "H", "C", "C", "O", "S", "O", "O", "O", "H", "H", "H", "H"], "xyz": [[2.7414, -5.1282, -1.3775], [2.1452, -4.8066, -2.6548], [2.5684, -3.5613, -3.1532], [2.7861, -3.5011, -4.3623], [2.7465, -2.2377, -2.3053], [1.5050, -1.8587, -1.3861], [0.1199, -1.7386, -2.1739], [-1.0602, -2.3416, -1.2667], [-2.1835, -2.9486, -2.0379], [-1.8981, -4.3322, -2.4454], [-2.2519, -5.3188, -1.6851], [-1.2108, -4.6721, -3.6934], [2.6323, -4.3139, -0.6001], [3.8238, -5.4637, -1.4468], [2.1634, -6.0305, -0.9744], [2.8604, -1.3864, -3.0606], [3.7429, -2.2610, -1.7390], [1.3894, -2.6465, -0.5732], [1.7235, -0.8380, -0.9198], [-0.1023, -0.6253, -2.3264], [0.1483, -2.1842, -3.2219], [-0.7038, -3.0623, -0.4709], [-1.5056, -1.4461, -0.7106], [-2.3299, -2.3515, -2.8683], [-2.7185, -4.9588, -0.8400], [-0.1947, -4.5751, -3.5626], [-1.4406, -4.0029, -4.4467], [6.9495, -1.2401, 2.1951], [7.5539, -1.4528, 0.8183], [6.5905, -2.2341, 0.1096], [5.1075, -1.8438, 0.6256], [4.5521, -0.8965, -0.2835], [4.4335, -3.0387, 1.0042], [5.5513, -1.0507, 1.9664], [7.0749, -2.1259, 2.8233], [7.3736, -0.3739, 2.7025], [8.5123, -1.9684, 0.8598], [7.6748, -0.5036, 0.2887], [2.7485, 2.4729, 2.0411], [2.9856, 1.0192, 2.4147], [1.7072, 0.5273, 2.8158], [0.5553, 1.2875, 1.9600], [0.1872, 0.4564, 0.8625], [-0.3928, 1.8318, 2.8727], [1.4775, 2.4935, 1.3915], [2.6862, 3.1043, 2.9319], [3.5212, 2.8595, 1.3766], [3.7099, 0.9099, 3.2213], [3.3154, 0.4379, 1.5490], [-4.8515, 1.2095, 0.1820], [-4.5413, 2.5447, -0.4707], [-3.1217, 2.6853, -0.3700], [-2.4374, 1.2171, -0.4508], [-2.0067, 0.9969, -1.7947], [-1.5688, 1.0560, 0.6708], [-3.7800, 0.3442, -0.2019], [-4.8488, 1.2921, 1.2723], [-5.8069, 0.8019, -0.1475], [-5.0462, 3.3743, 0.0204], [-4.8055, 2.5357, -1.5324], [-4.9767, 6.5363, 2.3836], [-6.1103, 7.4806, 2.0237], [-7.0154, 6.6911, 1.2499], [-6.9647, 5.1611, 1.7746], [-8.0493, 4.9586, 2.6739], [-6.7202, 4.3100, 0.6556], [-5.6036, 5.2784, 2.6413], [-4.2874, 6.4081, 1.5447], [-4.4220, 6.8720, 3.2593], [-5.7678, 8.3434, 1.4540], [-6.6393, 7.8225, 2.9177]], "atomic_forces_ev_per_a": [[-0.5, -1.2, 1.5], [1.2, 1.9, 0.8], [0.5, 0.4, -2.4], [-0.7, -0.3, 2.4], [-0.2, 0.2, 0.1], [0.3, 0.0, -0.1], [0.1, 0.4, 0.5], [-0.1, 1.3, 0.1], [0.8, -0.5, -0.8], [-0.6, -1.2, 1.0], [0.7, 1.6, -0.9], [-0.3, 1.2, 0.4], [0.2, -0.8, -1.1], [-1.2, 0.7, -0.3], [0.7, 1.3, -0.7], [-0.1, -1.5, 0.8], [-1.8, -0.2, -0.8], [0.2, 1.2, -0.8], [-0.2, -1.6, -0.4], [0.3, -1.6, 0.1], [0.0, 0.2, 1.4], [-0.3, 0.7, -1.1], [0.6, -1.3, -0.6], [0.1, -0.5, 0.5], [0.2, 0.1, -0.5], [-0.5, -0.3, 0.1], [0.1, -0.4, 0.7], [0.5, -0.4, 0.3], [0.2, 0.6, 0.0], [-0.7, -0.1, 0.5], [0.6, 0.0, 0.3], [0.0, -0.2, 0.6], [0.1, 0.5, -0.4], [-0.1, 0.0, -0.7], [0.0, 0.0, 0.0], [-0.3, 0.0, -0.1], [-0.2, -0.2, -0.1], [0.1, 0.0, 0.1], [0.2, 0.1, 0.5], [0.3, -0.1, -0.5], [-0.3, 0.7, 0.2], [0.9, -0.7, -0.4], [5.9, -1.0, 1.8], [0.4, -0.3, -0.2], [-0.2, -0.6, 0.1], [0.1, 0.0, 0.0], [-0.2, 0.0, -0.1], [-0.2, -0.1, 0.1], [0.0, 0.1, 0.0], [-0.2, 0.3, 0.5], [-0.4, 0.0, -0.4], [0.3, -0.6, 0.2], [-0.8, 0.4, 0.7], [0.1, -0.1, 0.5], [-6.6, 1.8, -2.4], [0.5, 0.3, -0.6], [0.0, 0.0, 0.0], [0.2, -0.1, -0.1], [0.4, -0.2, -0.1], [-0.1, 0.0, 0.1], [0.4, 0.3, -0.4], [0.0, 0.3, 0.6], [0.3, -0.8, -0.1], [0.1, 0.6, 0.4], [0.4, -0.3, -0.5], [-0.5, 0.3, 0.5], [-0.8, 0.0, -0.2], [0.0, 0.1, 0.0], [-0.1, -0.2, 0.0], [-0.2, -0.2, -0.2], [0.1, 0.0, 0.0]], "lowdin_charge": [-0.07, -0.08, -0.43, 0.08, -0.10, -0.18, -0.15, -0.20, -0.02, -0.48, 0.12, 0.07, 0.07, 0.11, 0.11, 0.14, 0.09, 0.10, 0.11, 0.10, 0.11, 0.12, 0.09, 0.11, 0.05, 0.05, 0.08, -0.16, -0.17, -0.18, 0.63, -0.23, -0.20, -0.20, 0.14, 0.14, 0.14, 0.13, -0.17, -0.18, -0.18, 0.67, -0.26, -0.21, -0.18, 0.13, 0.14, 0.13, 0.10, -0.16, -0.17, -0.19, 0.67, -0.22, -0.30, -0.19, 0.14, 0.14, 0.09, 0.14, -0.17, -0.17, -0.18, 0.65, -0.21, -0.24, -0.19, 0.13, 0.14, 0.14, 0.13]}